Record 1
{"formula": "C4H8N4S", "method": "ωB97M-V/def2-TZVPD", "species": ["C", "C", "C", "C", "N", "N", "N", "N", "S", "H", "H", "H", "H", "H", "H", "H", "H"], "positions_angstrom": [[0.849114, 2.267894, -0.908479], [2.083802, 0.650804, -0.138623], [-2.067579, -1.969371, 0.444512], [-1.342175, -0.907653, 1.084641], [1.749596, 2.772234, -0.182430], [2.569972, 1.766448, 0.306010], [1.024668, 0.904690, -0.969357], [0.326453, -0.084344, -1.507290], [-0.005085, -1.241193, 2.097623], [0.277990, 2.807798, -1.650474], [2.439429, -0.394065, -0.044329], [-1.690217, -3.018091, 0.633655], [-3.132200, -1.764184, 0.617070], [-2.089447, -1.903414, -0.652099], [-1.534476, 0.174294, 0.951713], [-0.089757, 0.059394, -2.441490], [0.629913, -0.121241, 2.359350]], "atomic_forces_ev_per_a": [[-0.352, -0.464, -2.064], [0.463, -0.755, -0.078], [-0.886, -1.269, -1.278], [1.447, 2.758, 0.530], [1.417, 1.364, 1.250], [-0.214, -0.377, 0.360], [-0.784, -0.461, -0.458], [0.055, -1.518, -0.328], [0.199, -1.953, 0.331], [-0.502, -0.042, 0.458], [-0.199, 1.066, 0.207], [-0.758, 1.204, 0.326], [-0.111, -0.909, 0.549], [0.595, 0.174, -0.131], [-0.278, -0.984, -0.148], [0.090, 1.115, 0.727], [-0.182, 1.050, -0.253]], "nbo_charge": [0.125, 0.158, -0.685, -0.375, -0.258, -0.278, -0.223, -0.336, 0.065, 0.212, 0.233, 0.232, 0.229, 0.223, 0.208, 0.335, 0.135], "gap_ha": [0.3778, 0.2001], "multiplicity": 1, "lumo_ev": [0.7, -1.4], "relative_energy_kcal_mol": 71.4, "total_charge": 0}

Record 2
{"formula": "C5H14S", "method": "ωB97M-V/def2-TZVPD", "species": ["C", "C", "S", "H", "H", "H", "H", "H", "H", "C", "C", "C", "H", "H", "H", "H", "H", "H", "H", "H"], "positions_angstrom": [[-2.998154, -2.307255, 0.402539], [-0.988634, -2.178410, -1.356913], [-1.507090, -1.398575, 0.193682], [-3.758685, -2.028186, -0.321173], [-2.828406, -3.387385, 0.282301], [-3.380718, -2.246982, 1.426859], [-1.368269, -3.196777, -1.327078], [0.099951, -2.139620, -1.401871], [-1.417897, -1.792662, -2.263593], [1.931360, 1.395125, 0.586301], [0.414347, 1.423797, 0.668612], [2.621310, 2.651323, 0.069860], [2.344591, 1.309956, 1.604490], [2.331121, 0.486191, 0.153806], [-0.090512, 0.726151, -0.056978], [3.718380, 2.634249, 0.065670], [2.340511, 2.794194, -0.993947], [0.089940, 2.320755, 0.124659], [0.109850, 1.310238, 1.705339], [2.337004, 3.623872, 0.437436]], "atomic_forces_ev_per_a": [[-0.574, -0.992, 1.023], [0.396, -0.398, 0.701], [-0.125, -0.713, -0.904], [-0.081, 0.298, -0.163], [0.328, 0.257, -0.295], [0.064, 0.637, -0.217], [0.306, -0.194, 0.231], [-0.089, 0.047, -0.048], [-0.303, 0.935, -0.244], [1.399, 0.216, 1.889], [-0.078, 0.135, -2.014], [-0.078, 0.156, -2.556], [-0.462, -0.177, 0.059], [0.017, -0.028, -0.701], [0.591, -0.194, 0.981], [-0.289, -0.372, 0.259], [0.271, -0.256, 0.126], [-0.219, 0.452, 1.087], [-0.662, 0.189, -0.294], [-0.412, 0.002, 1.081]], "nbo_charge": [-0.861, -0.802, 0.938, 0.295, 0.283, 0.288, 0.265, 0.283, 0.294, -0.419, -0.609, -0.616, 0.206, 0.201, 0.156, 0.227, 0.195, 0.230, 0.227, 0.220], "gap_ha": [0.3722, 0.1868], "s2": 0.753, "multiplicity": 2, "lumo_ev": [-3.5, -8.6], "relative_energy_kcal_mol": 18.1, "total_charge": 1}

Record 3
{"formula": "C12H26O12Zn", "method": "ωB97M-V/def2-TZVPD", "species": ["Zn", "O", "H", "O", "H", "C", "O", "C", "O", "O", "C", "H", "H", "H", "H", "H", "H", "C", "O", "C", "O", "O", "C", "H", "H", "H", "H", "H", "H", "C", "O", "C", "O", "O", "C", "H", "H", "H", "H", "H", "H", "C", "C", "O", "C", "H", "H", "H", "H", "H", "H"], "positions_angstrom": [[8.287238, 5.192495, 16.533980], [8.862008, 6.326689, 15.121471], [8.635170, 6.298476, 14.171589], [7.975996, 6.154042, 18.143993], [7.812275, 6.713721, 18.927877], [6.644922, 1.468308, 14.353280], [7.959251, 1.598855, 13.717767], [8.741784, 2.559458, 14.071302], [8.527112, 3.398973, 14.978218], [9.749585, 2.599300, 13.155511], [10.685339, 3.692131, 13.096526], [6.192243, 0.481083, 14.445753], [6.021599, 2.269473, 13.956175], [6.845771, 1.786924, 15.376135], [10.279261, 4.703134, 13.129209], [11.380922, 3.567930, 12.266565], [11.426786, 3.608658, 13.891139], [4.126288, 3.908204, 16.640428], [4.278870, 4.584552, 15.375039], [5.420212, 5.110501, 15.000779], [6.442977, 5.208124, 15.760578], [5.382055, 5.518760, 13.727747], [6.458167, 6.147206, 13.111684], [3.113715, 3.512748, 16.720561], [4.366521, 4.475978, 17.539331], [4.901270, 3.144692, 16.707847], [7.140208, 5.409609, 12.688746], [6.964332, 6.851489, 13.771899], [5.921838, 6.716450, 12.352461], [9.924582, 1.197542, 17.966450], [9.060990, 1.745891, 18.940494], [8.214243, 2.772209, 18.634484], [7.945930, 3.358893, 17.582041], [7.561959, 2.982362, 19.741333], [6.461538, 3.910479, 19.890244], [10.297520, 0.208796, 18.233673], [10.786013, 1.859952, 17.881376], [9.486040, 0.957331, 16.997911], [5.656875, 3.655152, 19.200735], [6.837837, 4.933466, 19.891172], [6.174751, 3.815682, 20.937553], [11.933318, 6.231980, 17.872082], [11.631133, 4.956459, 17.184488], [10.407667, 4.686979, 17.087125], [12.776825, 4.268910, 16.362121], [12.757677, 6.173198, 18.582764], [11.038436, 6.402728, 18.470525], [12.089325, 6.982064, 17.096747], [13.730308, 4.441080, 16.861450], [12.826947, 4.543809, 15.308540], [12.637523, 3.193123, 16.255488]], "atomic_forces_ev_per_a": [[0.788, 1.139, 0.239], [0.657, 0.516, -1.235], [0.379, -0.356, 1.310], [-0.250, 0.472, 1.483], [0.303, -0.577, -1.295], [1.203, 1.925, 1.636], [-1.693, -2.649, -0.707], [0.534, 4.398, 1.444], [0.929, -2.874, -2.760], [-0.232, 0.130, 0.273], [1.082, -0.069, 0.971], [0.615, -0.050, -1.067], [-0.303, -0.502, -0.370], [-0.273, -0.007, 0.291], [-0.476, -0.313, 0.024], [-0.917, -0.302, -0.704], [-0.519, 0.022, 0.687], [1.283, -0.238, 0.403], [-0.980, 0.106, -0.218], [4.391, 0.569, 2.261], [-5.160, -0.682, -2.944], [-2.023, -1.620, 2.173], [0.329, 1.185, -0.536], [0.232, 0.111, -0.441], [-0.262, 0.917, -0.442], [-0.262, -0.480, -0.324], [0.042, 0.113, -0.003], [0.016, -0.249, 0.137], [0.617, -0.019, -0.415], [0.889, -0.073, -0.845], [-0.761, 0.515, -0.717], [-1.081, 0.566, -0.915], [1.164, -2.174, 1.346], [-0.329, -0.052, 1.394], [0.859, 0.218, 0.687], [-0.213, 0.170, 1.014], [-0.056, -0.036, -0.425], [-0.452, 0.859, -0.105], [0.191, 0.354, 0.045], [-0.110, -0.067, -1.191], [-0.343, -0.717, -0.149], [-0.103, -0.368, 1.218], [-2.652, -0.078, -2.190], [3.826, -0.865, -0.005], [-0.851, -0.572, 0.901], [0.403, 0.077, -0.360], [-0.057, 0.636, -0.272], [0.031, 0.170, 0.176], [0.000, 0.109, -0.198], [-0.173, 0.873, 0.216], [-0.231, -0.162, 0.503]], "nbo_charge": [1.796, -1.333, 0.425, -1.402, 0.469, -0.274, -0.489, 1.001, -0.681, -0.509, -0.262, 0.214, 0.197, 0.213, 0.220, 0.196, 0.177, -0.260, -0.487, 1.029, -0.737, -0.489, -0.262, 0.206, 0.207, 0.195, 0.184, 0.233, 0.195, -0.258, -0.493, 1.041, -0.714, -0.493, -0.254, 0.196, 0.191, 0.189, 0.180, 0.241, 0.190, -0.731, 0.631, -0.600, -0.725, 0.216, 0.267, 0.256, 0.222, 0.246, 0.228], "gap_ha": 0.2934, "multiplicity": 1, "lumo_ev": 0.5, "relative_energy_kcal_mol": 3.4, "total_charge": 0}

Record 4
{"formula": "C2H3N3O", "method": "ωB97M-V/def2-TZVPD", "species": ["O", "C", "N", "N", "C", "N", "H", "H", "H"], "positions_angstrom": [[-2.196049, -0.207841, 0.802197], [-0.858164, -0.105912, 0.324486], [-1.262918, -0.899305, -0.604421], [1.278960, -0.415198, -0.967250], [1.277979, 0.300025, 0.091930], [0.123304, 0.531098, 0.833784], [-2.737273, 0.486498, 0.389040], [2.212108, -0.481834, -1.379729], [2.162052, 0.792467, 0.509962]], "atomic_forces_ev_per_a": [[-0.205, 0.150, 0.123], [0.128, -0.243, -0.308], [0.531, 0.230, 0.101], [0.001, 0.177, 0.291], [0.037, 0.011, -0.076], [-0.213, -0.142, -0.156], [0.154, -0.034, 0.074], [-0.316, -0.033, 0.078], [-0.117, -0.115, -0.127]], "nbo_charge": [-0.529, 0.564, -0.055, -0.688, 0.271, -0.597, 0.509, 0.359, 0.166], "gap_ha": 0.3112, "multiplicity": 1, "lumo_ev": -1.2, "relative_energy_kcal_mol": 105.7, "total_charge": 0}

Record 5
{"formula": "C9H11N", "method": "ωB97M-V/def2-TZVPD", "species": ["C", "C", "C", "C", "C", "C", "C", "C", "C", "N", "H", "H", "H", "H", "H", "H", "H", "H", "H", "H", "H"], "positions_angstrom": [[1.163289, 1.013556, 0.548629], [-0.216829, -1.484834, -1.003921], [-0.481378, -0.287935, -1.697585], [1.382483, -0.199035, 0.078938], [-0.177604, 1.674378, 1.035326], [-1.390943, 1.127368, 0.255200], [0.143010, 0.862172, -1.762551], [-1.253837, 0.999485, -1.211439], [0.913952, -2.434565, 1.024657], [0.700603, -1.395070, 0.014047], [1.805571, 1.843611, 0.562953], [-0.632894, -2.552239, -1.292400], [-0.052707, 1.508074, 2.144886], [0.007339, 2.677084, 0.761483], [-1.447450, 0.208749, 0.714942], [-2.264995, 1.604649, 0.402947], [0.900149, 1.430856, -2.285509], [-1.948985, 1.382822, -1.807463], [0.483302, -3.323835, 0.454095], [2.062325, -2.533268, 1.286837], [0.305599, -2.122025, 1.775928]], "atomic_forces_ev_per_a": [[-1.866, -0.473, -0.072], [-2.276, -3.128, -2.219], [-0.116, 0.393, 0.125], [1.129, 0.262, 2.061], [1.125, -1.467, -0.207], [2.871, 0.283, 0.667], [-1.024, 0.287, -1.837], [4.181, -2.093, 1.222], [2.384, -1.111, -3.949], [1.891, 1.202, 0.240], [1.936, 0.223, -0.412], [0.755, 2.480, 0.930], [-1.221, 0.490, -0.922], [-0.101, 1.454, 0.260], [-0.913, -2.677, 0.587], [-2.890, 1.933, 1.206], [0.259, -0.169, 0.632], [-3.074, 1.396, -2.295], [0.848, 0.535, 1.476], [-2.522, 0.093, -0.454], [-1.375, 0.087, 2.962]], "nbo_charge": [-0.313, -0.057, -0.126, 0.272, -0.409, -0.435, -0.112, -0.235, -0.379, -0.498, 0.216, 0.209, 0.222, 0.197, 0.197, 0.213, 0.228, 0.190, 0.207, 0.219, 0.195], "gap_ha": [0.2394, 0.2783], "s2": 2.023, "multiplicity": 3, "lumo_ev": [0.9, -0.3], "relative_energy_kcal_mol": 103.4, "total_charge": 0}

Record 6
{"formula": "C4H8NaO3", "method": "ωB97M-V/def2-TZVPD", "species": ["O", "Na", "O", "C", "O", "C", "C", "C", "H", "H", "H", "H", "H", "H", "H", "H"], "positions_angstrom": [[0.478265, -0.218041, -0.421465], [2.797651, 0.622440, -0.326045], [2.122090, -1.658771, -0.354610], [0.902439, -1.428897, -0.619260], [0.078016, -2.492497, -0.534350], [-1.257955, -2.538580, -0.968033], [0.086844, 2.043805, 0.084633], [-0.057987, 2.046592, 1.577378], [-1.861969, -2.350921, -0.073675], [-1.520233, -1.773878, -1.712174], [-1.469442, -3.512521, -1.430417], [-0.101616, 1.899835, -0.987210], [0.179798, 3.109697, -0.179560], [0.839168, 2.440159, 2.076087], [-0.865241, 2.738601, 1.876830], [-0.349828, 1.072978, 1.991870]], "atomic_forces_ev_per_a": [[-0.369, -2.516, -2.181], [-0.970, -0.804, 0.036], [-0.138, -0.609, -1.635], [1.100, 2.623, 4.572], [0.891, -0.798, -1.272], [-0.627, 0.906, 0.020], [0.620, 4.540, -1.342], [-1.101, -1.349, -0.143], [-0.321, -0.276, -0.325], [0.320, 0.010, 0.220], [0.209, 0.164, 0.437], [-0.857, -2.556, 1.176], [0.737, 0.870, 0.885], [-0.072, -0.251, -0.224], [0.184, -0.080, -0.222], [0.394, 0.125, -0.003]], "nbo_charge": [-0.857, 0.962, -0.827, 0.960, -0.530, -0.245, -0.352, -0.666, 0.181, 0.185, 0.184, 0.242, 0.115, 0.208, 0.221, 0.221], "gap_ha": [0.2592, 0.2738], "s2": 0.755, "multiplicity": 2, "lumo_ev": [-0.7, -0.9], "relative_energy_kcal_mol": 29.3, "total_charge": 0}